# 1
ORCA calculation (ωB97M-V/def2-TZVPD) on 9 unconnected molecules or ions with the total composition C34H68O12S.

Positions of all 115 atoms, in Å:
C  -4.08618  3.77763  -2.62270
C  -3.48377  2.40790  -2.91108
C  -2.50691  2.67786  -4.04098
O  -1.89779  3.90664  -3.62728
C  -2.95338  4.70715  -3.10488
H  -4.25597  3.80964  -1.54792
H  -4.98757  3.97383  -3.19631
H  -4.15040  1.58226  -3.17105
H  -2.85293  2.04526  -2.09673
H  -2.98514  2.87881  -5.00895
H  -1.78460  1.87060  -4.14587
H  -3.28558  5.37455  -3.91244
H  -2.52542  5.38746  -2.36696
C  2.88116  1.89720  4.74733
C  2.52390  2.82188  3.59992
C  3.74265  2.68934  2.67717
O  4.38596  1.45882  3.00396
C  3.69238  0.80478  4.05913
H  2.02405  1.55882  5.32869
H  3.52782  2.43632  5.44799
H  2.26925  3.85879  3.80544
H  1.63138  2.45923  3.06856
H  4.46286  3.47759  2.92032
H  3.45084  2.75708  1.62864
H  4.44083  0.41645  4.74989
H  3.05785  0.00674  3.66080
C  1.41719  0.08064  -0.76775
C  1.21057  1.21030  0.25235
C  -0.30351  1.30056  0.40541
O  -0.82886  0.06205  -0.03160
C  -0.00113  -0.43063  -1.07377
H  1.97149  -0.72689  -0.27987
H  1.96808  0.31107  -1.67789
H  1.65538  2.15079  -0.07439
H  1.70457  0.91853  1.17811
H  -0.73667  2.10420  -0.21122
H  -0.59888  1.53522  1.42553
H  -0.39075  0.06391  -1.97509
H  -0.01922  -1.51183  -1.16660
C  -1.45384  -3.73078  -2.91117
C  -1.33796  -2.95029  -4.22272
C  -2.04283  -1.60182  -3.88150
O  -2.54140  -1.71243  -2.54972
C  -2.67793  -3.08252  -2.25323
H  -0.57464  -3.51525  -2.30369
H  -1.55068  -4.80719  -3.04730
H  -1.85435  -3.37903  -5.07986
H  -0.29293  -2.82347  -4.50565
H  -2.91389  -1.53965  -4.54129
H  -1.39145  -0.73868  -3.98251
H  -3.59233  -3.52954  -2.66379
H  -2.60544  -3.25644  -1.17959
C  -0.39820  -0.30194  3.72868
C  0.51106  -1.27076  2.97200
C  -0.38905  -2.48811  2.63560
O  -1.64161  -2.24772  3.23063
C  -1.79477  -0.84028  3.40261
H  -0.37247  0.71968  3.34897
H  -0.20768  -0.25345  4.79902
H  1.38127  -1.63279  3.52028
H  0.91524  -0.82378  2.06496
H  0.06025  -3.37509  3.08674
H  -0.43491  -2.63549  1.55014
H  -2.49132  -0.75052  4.23586
H  -2.16757  -0.39193  2.47708
C  4.02560  -0.66509  -3.98570
C  5.10693  -1.71775  -3.78142
C  5.52889  -1.99960  -5.21064
O  4.30297  -2.04105  -5.92082
C  3.44345  -1.03676  -5.35789
H  4.42928  0.35003  -4.02672
H  3.29835  -0.62087  -3.17566
H  4.66398  -2.62708  -3.36897
H  5.94536  -1.41691  -3.15284
H  6.02896  -2.96567  -5.27309
H  6.18641  -1.21081  -5.59678
H  2.43577  -1.45284  -5.32703
H  3.45191  -0.20004  -6.06248
C  -5.10276  -0.96200  -0.14121
C  -5.92483  -0.86281  1.15662
C  -5.70983  0.59803  1.57194
O  -4.51293  1.05038  0.92471
C  -3.96123  -0.02071  0.15411
H  -5.74005  -0.56359  -0.94156
H  -4.84182  -1.96122  -0.48124
H  -5.60990  -1.62939  1.86950
H  -6.98103  -1.08889  0.99585
H  -5.54201  0.67179  2.64767
H  -6.58458  1.15821  1.24084
H  -3.18736  -0.51354  0.74525
H  -3.51728  0.38716  -0.74993
C  5.53011  -3.50937  0.37359
C  4.32007  -4.42005  0.44114
C  3.40374  -3.69518  1.41426
O  3.61259  -2.31552  1.13833
C  4.87240  -2.11715  0.52989
H  6.03937  -3.65222  -0.57787
H  6.23324  -3.70092  1.18491
H  4.48700  -5.48354  0.60161
H  3.79222  -4.38677  -0.52364
H  3.72784  -3.90887  2.44532
H  2.34206  -3.92677  1.34770
H  5.48984  -1.47388  1.16096
H  4.83268  -1.66191  -0.46566
C  -2.90644  3.00930  3.01669
C  -3.38809  4.17473  3.85422
O  -2.31793  4.48576  4.74994
S  -0.93485  3.82967  4.32036
O  -0.51864  2.82120  5.21020
O  -0.04184  4.87315  4.00807
O  -1.48114  3.18852  2.97143
H  -3.31664  2.99660  2.01348
H  -3.08249  2.05489  3.51626
H  -4.29767  3.95097  4.40420
H  -3.55379  5.05709  3.23367

Properties
SMILES ... O=S1(=O)OCCO1.C1CCOC1.C1CCOC1.C1CCOC1.C1CCOC1.C1CCOC1.C1CCOC1.C1CCOC1.C1CCOC1
Calculated total energy ... -2637.17922 a.u.
Energy relative to the best compared isomer or geometry (same formula, charge and spin) ... 14.2 kcal/mol
Kohn-Sham gap ... 9.647 eV

# 2
ORCA calculation (ωB97M-V/def2-TZVPD) on 2 unconnected molecules or ions with the total composition C3H10NO2.

Positions of all 16 atoms, in Å:
C  -1.35661  -0.78631  -0.79388
C  -1.07359  0.98244  0.86377
C  0.70222  0.48423  -0.64271
N  -0.48603  0.20748  -0.22786
O  2.09405  -1.13694  0.61148
O  1.55921  1.34772  -0.21850
H  -1.19238  -1.00815  -1.82792
H  -1.38919  -1.63431  -0.19717
H  -2.36220  -0.37645  -0.91811
H  -1.64468  1.73684  0.42711
H  -1.68546  0.27936  1.34886
H  -0.27409  1.26593  1.42305
H  0.91343  0.17754  -1.62806
H  2.65218  -1.50490  1.26741
H  2.15008  -1.83384  -0.12557
H  1.39305  1.79938  0.63811

Properties
Calculated total energy ... -325.25506 a.u.
Energy relative to the best compared isomer or geometry (same formula, charge and spin) ... 39.2 kcal/mol
Kohn-Sham gap ... 12.157 eV
Total charge ... +1

# 3
ORCA calculation (ωB97M-V/def2-TZVPD) on 2 unconnected molecules or ions with the total composition C23H27BrN2O9PS.

Positions of all 64 atoms, in Å:
C  -4.53714  1.01514  0.17247
C  -3.41056  1.39993  -0.75030
O  -2.19887  1.61135  0.02294
P  -1.12297  2.68191  -0.48897
C  0.36953  1.71985  -0.82837
C  0.33498  0.93742  -2.06941
O  1.28844  0.35503  -2.57463
O  -0.91232  0.95016  -2.62777
C  -0.96661  1.16665  -4.07328
C  -1.10186  2.62845  -4.39672
O  -1.59070  3.61541  -1.53578
O  -0.76870  3.41233  0.89548
C  -0.38458  4.81041  0.85829
C  -0.57782  5.39003  2.22603
H  -5.40910  0.82934  -0.46428
H  -4.29381  0.11640  0.74919
H  -4.78328  1.83125  0.86339
H  -3.21090  0.61579  -1.49326
H  -3.68491  2.32889  -1.27367
H  1.23971  2.37787  -0.80845
H  -0.05218  0.76182  -4.52473
H  -1.84143  0.58619  -4.36793
H  -1.79077  2.79057  -5.23044
H  -1.45073  3.19985  -3.52795
H  -0.12184  3.01088  -4.69749
H  0.66972  4.86780  0.56318
H  -1.00068  5.32748  0.10989
H  -0.38355  6.46367  2.15857
H  -1.59755  5.22309  2.58789
H  0.13775  4.93091  2.91451
C  0.47379  -6.79608  -1.80334
C  1.14096  -5.57642  -1.23705
C  1.63225  -5.60071  0.07424
C  2.26731  -4.48507  0.60691
C  2.34554  -3.31880  -0.15317
S  3.12160  -1.85336  0.50188
O  3.73934  -2.16884  1.76170
O  3.82156  -1.13185  -0.52246
N  1.67419  -0.88775  0.84537
C  1.07212  -0.99169  2.11685
C  1.08129  -2.03443  3.04348
C  0.36260  -1.85479  4.23472
C  -0.34417  -0.65651  4.47282
C  -0.27822  0.41240  3.56785
Br  -1.39237  1.92595  3.79766
C  0.51981  0.26880  2.43276
C  1.02808  1.18673  1.40725
N  1.51850  2.45885  1.72398
O  1.35227  2.89357  2.88336
O  2.10948  3.13163  0.83756
C  1.57119  0.42225  0.36926
C  1.86580  -3.27536  -1.46415
C  1.26794  -4.41027  -1.99805
H  0.20558  -6.63419  -2.85157
H  1.13315  -7.67039  -1.74044
H  -0.44332  -7.03738  -1.25088
H  1.51654  -6.50024  0.68251
H  2.68257  -4.50612  1.61328
H  1.63141  -2.94725  2.85174
H  0.33966  -2.66967  4.96503
H  -0.93401  -0.56656  5.37761
H  2.22421  0.66998  -0.46853
H  1.95561  -2.36127  -2.04264
H  0.89050  -4.39100  -3.02394

Properties
Calculated total energy ... -4992.81770 a.u.
Kohn-Sham gap ... 5.460 eV
Total charge ... -1

Question: calculated total energy of number 3 (C23H27BrN2O9PS)?
Answer: -4992.81770 a.u.

Question: Which value of calculated total energy does entry 1 give?
Answer: -2637.17922 a.u.

Question: What is the formula in the first record?
Answer: C34H68O12S